Formula: C35H45ClN5O6Pr
Source: the Open Molecules 2025 dataset
Level of theory: ωB97M-V/def2-TZVPD

The geometry in XYZ format:
```
93
Properties=species:S:1:pos:R:3:forces:R:3:lowdin_charge:R:1
O -1.306187 2.866942 -0.018735 -0.264 -2.063 -0.105 -0.346
C -1.112605 4.074790 0.585858 0.583 0.671 0.330 -0.411
C 0.083782 4.787128 -0.054193 0.090 -0.074 0.453 -0.180
C 1.093517 4.101764 -0.738780 -0.145 0.353 0.160 -0.038
H 1.061067 3.012177 -0.843320 -0.048 0.438 0.020 0.096
C 2.166303 4.817378 -1.276855 -0.164 -0.117 0.013 -0.082
H 2.923593 4.268611 -1.828863 0.057 0.132 0.100 0.101
C 2.255491 6.198869 -1.119759 -0.171 -0.130 0.088 -0.099
H 3.095777 6.747258 -1.540046 -0.158 -0.098 0.075 0.097
C 1.258578 6.870336 -0.409486 -0.234 0.000 0.046 -0.088
H 1.308524 7.945937 -0.269366 0.088 -0.088 -0.042 0.097
C 0.175127 6.168387 0.113958 0.283 -0.197 -0.192 -0.043
H -0.621697 6.647918 0.688626 0.324 0.110 -0.223 0.120
H -1.964334 4.763506 0.414421 -0.100 -0.160 -0.008 0.139
C -2.290593 3.525522 2.796947 -0.168 -0.068 0.199 -0.051
C -1.011564 3.906475 2.126252 1.842 0.388 -0.443 -0.257
H -2.281444 3.835581 3.847648 -0.126 -0.161 -0.185 0.081
H -2.423956 2.427373 2.759769 -0.158 0.610 0.206 0.053
H -3.142084 4.014088 2.292513 0.191 -0.246 0.157 0.090
C 0.194600 3.994744 2.747736 -1.694 0.310 -0.692 -0.138
C 0.450410 3.851558 4.199591 0.348 -0.120 0.401 -0.164
H 1.067864 4.226900 2.148678 -0.021 0.091 -0.099 0.114
H 0.861450 4.772555 4.628163 -0.095 0.044 -0.105 0.077
H 1.217380 3.081697 4.299073 -0.032 0.082 0.303 0.029
H -0.414853 3.528660 4.785461 0.191 0.098 -0.176 0.055
Pr -0.721374 0.795500 0.892004 -0.016 1.091 -0.050 1.103
Cl 0.029833 0.921015 3.594625 -0.076 0.383 -0.161 0.210
C -0.225584 -1.620440 2.410630 0.035 -0.427 -0.030 -0.445
O -1.337368 -1.224443 1.978550 0.991 -0.168 0.338 -0.177
N 0.028150 -2.882832 2.699873 -0.469 -0.200 0.116 -0.139
C -1.079256 -3.810214 2.537226 0.095 -0.254 0.106 -0.011
C 1.272200 -3.283629 3.330209 0.266 -0.123 0.209 -0.016
H 0.633614 -0.956771 2.595329 -0.406 -0.309 -0.268 0.027
H -1.845132 -3.255923 1.984239 0.125 -0.482 0.135 0.096
H -1.465298 -4.119211 3.518413 0.050 0.005 -0.210 0.100
H -0.748419 -4.692854 1.977241 -0.105 0.145 0.115 0.086
H 2.024404 -2.491342 3.223716 -0.278 -0.149 -0.051 0.107
H 1.664034 -4.193278 2.867784 -0.106 0.198 -0.032 0.068
H 1.147060 -3.489036 4.401230 -0.165 0.121 -0.145 0.096
H -0.237844 2.276277 -4.607940 0.086 0.090 0.218 0.094
H 0.525886 -0.277901 -4.187634 -0.198 0.085 0.342 0.108
C -0.131346 2.340600 -3.514112 -0.352 0.048 -0.442 -0.033
C 0.434236 -0.049635 -3.112085 0.452 0.094 0.294 -0.006
N -0.481669 1.065992 -2.901360 -0.209 -0.153 -0.090 -0.152
H -0.798957 3.119948 -3.119529 0.351 -0.198 -0.126 0.097
C -1.633788 0.935427 -2.229921 0.355 0.029 0.476 -0.300
O -1.873663 0.054423 -1.382496 0.140 0.550 -0.532 -0.060
H 0.083748 -0.930380 -2.562113 -0.002 0.302 -0.281 0.086
H -2.364549 1.728422 -2.468245 0.172 -0.077 0.246 0.149
H 0.910854 2.603062 -3.278724 -0.400 -0.113 0.058 0.092
H 1.433642 0.239930 -2.749077 -0.287 -0.216 -0.115 0.094
H -6.124340 -0.226213 2.022435 0.222 0.218 -0.002 0.101
H -6.898111 0.924997 -0.338754 0.131 0.058 -0.016 0.096
C -5.665610 0.765257 2.154403 -0.154 -0.062 -0.047 -0.006
C -6.219448 1.746348 -0.087482 -0.011 0.122 0.005 -0.034
N -5.220793 1.306506 0.868342 -0.136 -0.011 0.147 -0.159
H -4.810736 0.692046 2.836164 -0.278 0.008 -0.282 0.099
C -3.933210 1.321710 0.559444 1.025 -0.593 0.847 -0.237
O -3.069328 0.810569 1.320926 -1.231 0.585 -1.154 -0.154
H -5.705275 2.085747 -0.991893 -0.216 -0.050 0.133 0.093
H -3.652695 1.826312 -0.385119 -0.110 -0.279 0.403 0.143
H -6.429153 1.430016 2.575207 0.199 -0.050 -0.084 0.094
H -6.815603 2.567608 0.322297 0.103 -0.058 -0.039 0.094
O 2.991677 0.783524 -0.374543 0.278 0.229 -0.005 0.070
C 2.472852 -0.301299 -0.473013 -0.995 -1.579 -0.051 -0.545
N 2.973345 -1.411467 -1.172465 0.754 1.509 0.041 0.141
C 2.114411 -2.541563 -1.106487 -0.093 -0.648 -0.027 -0.298
C 0.886719 -1.915792 -0.429703 -0.914 0.977 0.477 -0.431
O -0.250082 -2.400631 -0.356308 1.337 0.238 0.074 0.032
N 1.214242 -0.669597 0.025389 -0.061 0.140 -0.418 0.060
C 1.728394 -3.142420 -2.451739 0.124 0.060 -0.512 -0.147
C 0.623916 -3.994480 -2.487558 -0.090 -0.164 -0.271 -0.027
C 0.276485 -4.679720 -3.647079 0.354 0.428 0.232 -0.061
C 1.051547 -4.497091 -4.793442 0.059 0.017 -0.056 -0.094
C 2.144170 -3.620842 -4.780234 0.034 0.112 0.251 -0.081
C 2.488400 -2.925892 -3.607126 -0.372 -0.347 -0.012 -0.027
C 2.686589 -3.693941 -0.283729 0.290 -0.200 -0.032 -0.121
C 4.064260 -3.943623 -0.278865 -0.236 -0.436 0.227 -0.010
C 4.536393 -5.137428 0.291119 -0.090 0.399 -0.151 -0.071
C 3.642096 -6.048116 0.864631 -0.005 0.064 -0.024 -0.088
C 2.272146 -5.778073 0.878559 0.147 0.383 -0.272 -0.080
C 1.805120 -4.599317 0.296987 0.189 -0.250 0.045 -0.055
H 3.958960 -1.419109 -1.398984 -0.336 -0.142 0.018 0.140
H 0.014201 -4.080158 -1.595394 0.110 -0.135 -0.337 0.099
H -0.593140 -5.335752 -3.607773 0.261 0.118 -0.284 0.107
H 0.792118 -5.046755 -5.696039 0.148 0.167 0.081 0.098
H 2.754653 -3.475943 -5.677109 -0.312 -0.092 0.278 0.101
H 3.333233 -2.225782 -3.587206 -0.369 -0.371 -0.080 0.113
H 4.756991 -3.231215 -0.744690 -0.241 -0.449 0.261 0.111
H 5.610820 -5.345347 0.254613 -0.444 -0.010 0.124 0.105
H 4.007611 -6.977801 1.294424 0.008 0.175 -0.081 0.101
H 1.552501 -6.473229 1.309079 0.273 0.050 -0.029 0.108
H 0.746115 -4.360903 0.245592 0.177 -0.209 0.220 0.092
```
Positions in Å, forces in eV/Å.

Computed properties:
LUMO energy (spin up / spin down): 0.3 / 0.3 eV
Spin multiplicity: 3
Calculated total energy: -3063.3238 hartree
HOMO level (spin up / spin down): -7.9 / -8.0 eV
Kohn-Sham gap (spin up / spin down): 8.2646 / 8.2752 eV